[1]
The following is a DFT calculation (the ωB97M-V functional and the def2-TZVPD basis) of 2 unconnected molecules or ions with the total composition NO5S in a non-equilibrium geometry.

As for the HOMO-LUMO gap (spin up / spin down): 5.59 / 7.05 eV. Its charge is -1. For the total energy, the calculation gives -828.9436 Eh. Its largest force on an atom is 3.04 eV Å⁻¹. The value obtained for the energy relative to the best compared isomer or geometry (same formula, charge and spin) is 5.4961 eV. The HOMO energy (spin up / spin down) is -4.620 / -4.971 eV.

Each line ends with the Löwdin charge.
Element x y z (Å)
S  -0.037  -0.538  -0.545  0.72
O  1.743  -2.753  -0.137  -0.26
O  -1.361  -1.114  -0.407  -0.46
O  0.912  1.546  1.226  -0.05
O  0.052  0.259  -1.706  -0.44
O  -1.187  1.558  0.756  -0.02
N  -0.122  1.042  0.813  -0.49

Cartesian forces, eV/Å:
-0.596 -2.305 1.642
-0.346 0.493 -0.082
0.187 -0.319 0.665
-0.258 -0.066 0.363
0.956 1.736 -2.299
-1.640 1.153 0.614
1.696 -0.693 -0.903

---

[2]
The following is a DFT calculation (the ωB97M-V functional and the def2-TZVPD basis) of a molecular structure, C5H5FO in a non-equilibrium geometry.

As for the HOMO-LUMO gap: 10.70 eV. Its charge is 0. For the total energy, the calculation gives -368.5016 Eh. Its largest force on an atom is 4.33 eV Å⁻¹. The value obtained for the energy relative to the best compared isomer or geometry (same formula, charge and spin) is 2.6383 eV. The HOMO energy is -9.644 eV.

Each line ends with the Löwdin charge.
Element x y z (Å)
F  -1.668  -1.004  -0.094  -0.04
O  0.675  1.409  0.340  -0.06
C  -0.948  0.201  0.231  -0.16
C  0.358  0.101  1.055  -0.17
C  0.915  -0.485  -0.982  -0.02
C  0.971  -0.940  0.241  -0.09
C  0.089  0.818  -0.802  -0.21
H  -1.638  0.973  0.549  0.14
H  1.220  -0.944  -2.007  0.14
H  1.460  -1.920  0.516  0.14
H  0.461  -0.042  2.192  0.18
H  -0.200  1.528  -1.585  0.15

Cartesian forces, eV/Å:
0.944 1.773 0.607
1.063 -0.448 1.821
-1.257 -0.089 -0.796
-1.386 0.595 1.223
0.088 0.131 -4.106
3.204 -2.901 -0.187
-0.871 -1.698 0.511
-0.458 -0.234 0.245
-0.505 0.837 2.261
-0.756 1.459 0.083
-0.330 1.029 -1.804
0.264 -0.454 0.141

---

[3]
The following is a DFT calculation (the ωB97M-V functional and the def2-TZVPD basis) of a single C4H8N2 molecule in a non-equilibrium geometry.

As for the HOMO-LUMO gap: 8.92 eV. Its charge is 0. For the total energy, the calculation gives -266.6257 Eh. Its largest force on an atom is 4.55 eV Å⁻¹. The value obtained for the energy relative to the best compared isomer or geometry (same formula, charge and spin) is 2.6194 eV. The HOMO energy is -8.320 eV.

Each line ends with the Löwdin charge.
Element x y z (Å)
N  1.779  1.343  -1.028  0.09
N  -1.263  0.016  -1.329  0.10
C  -0.885  -0.454  1.596  -0.11
C  1.150  0.238  -1.319  -0.05
C  -0.081  -0.166  -0.846  -0.47
C  -0.249  -1.132  0.390  -0.21
H  1.425  2.059  -0.387  0.12
H  2.622  1.593  -1.527  0.10
H  -0.838  -1.988  0.073  0.10
H  -1.905  -0.173  1.368  0.06
H  -0.327  0.435  1.890  0.07
H  -1.307  0.825  -1.949  0.04
H  -0.897  -1.142  2.444  0.07
H  0.776  -1.452  0.624  0.09

Cartesian forces, eV/Å:
-0.815 -0.230 0.086
0.068 1.376 -0.233
0.174 -0.075 -0.211
2.137 0.782 -0.758
-3.593 -1.547 2.323
2.163 0.429 -0.734
0.005 -0.138 -0.144
0.025 -0.171 0.168
0.063 0.013 -0.171
-0.171 0.143 -0.050
-0.004 0.077 0.061
0.169 -0.287 -0.664
0.024 0.039 -0.033
-0.246 -0.409 0.360

---

[4]
The following is a DFT calculation (the ωB97M-V functional and the def2-TZVPD basis) of a molecular structure, C41H52IrN5O3S3Se in a non-equilibrium geometry.

As for the HOMO-LUMO gap (spin up / spin down): 6.00 / 5.16 eV. Its charge is +1. For the total energy, the calculation gives -5793.1846 Eh. Its largest force on an atom is 1.15 eV Å⁻¹. The value obtained for the energy relative to the best compared isomer or geometry (same formula, charge and spin) is 0.0000 eV. The HOMO energy (spin up / spin down) is -9.992 / -9.984 eV. Its spin multiplicity is 2.

Each line ends with the Löwdin charge.
Element x y z (Å)
Ir  1.027  -0.517  1.223  1.14
Se  -1.054  -0.023  0.217  1.22
S  -0.042  -0.507  3.276  0.62
S  -3.077  -5.171  1.709  0.65
S  -0.826  -3.241  2.129  0.97
O  1.314  -1.818  -0.134  -0.33
O  1.358  1.367  1.387  -0.32
O  3.148  -1.424  1.555  -0.08
N  -3.082  -2.877  3.165  -0.15
N  5.033  -1.395  2.810  -0.03
N  3.174  1.296  5.183  0.20
N  -2.398  -1.733  3.462  0.04
N  3.190  -0.040  3.337  0.16
C  -3.267  4.868  -1.392  -0.04
C  5.619  -2.384  1.905  0.02
C  -1.318  2.662  -0.780  -0.05
C  -1.345  -0.936  -2.511  -0.05
C  1.793  -4.619  -0.972  -0.03
C  2.219  5.677  1.331  -0.06
C  5.147  -0.006  4.722  0.02
C  -4.437  -2.958  3.631  -0.23
C  -7.023  -3.051  4.577  -0.08
C  0.907  3.612  0.681  -0.07
C  -6.562  -1.909  3.938  -0.07
C  -0.536  1.813  -0.019  -0.36
C  -1.849  -1.636  -4.880  -0.56
C  -0.559  -0.995  -1.375  -0.36
C  3.821  0.421  4.407  -0.35
C  5.702  -0.912  3.888  -0.02
C  -1.606  4.475  -3.229  -0.04
C  1.993  -3.714  -2.200  -0.52
C  0.831  -2.721  -2.306  -0.07
C  -2.466  -3.807  2.370  -1.10
C  -0.975  4.005  -0.869  -0.15
C  0.571  2.252  0.701  -0.31
C  -1.200  -1.782  3.005  -1.09
C  3.757  -0.947  2.551  -0.48
C  3.325  -2.953  -2.083  -0.03
C  -1.781  4.935  -1.773  -0.55
C  -5.262  -1.859  3.459  -0.02
C  3.377  3.494  1.309  -0.03
C  -1.319  6.388  -1.662  -0.06
C  0.520  -1.856  -1.252  -0.32
C  2.023  4.176  1.566  -0.52
C  2.075  -4.613  -3.436  -0.06
C  1.604  3.978  3.033  -0.03
C  -3.332  -1.885  -4.569  -0.04
C  0.119  4.438  -0.119  0.06
C  -1.034  -1.745  -3.594  -0.15
C  -4.882  -4.104  4.270  -0.04
C  -1.677  -0.222  -5.456  -0.04
C  -6.184  -4.145  4.741  -0.06
C  -1.399  -2.648  -5.934  -0.06
C  0.040  -2.628  -3.448  0.06
H  6.599  -2.665  2.281  0.10
H  -1.931  7.011  -2.314  0.09
H  0.734  4.591  3.271  0.10
H  0.805  -5.083  -0.988  0.10
H  -8.037  -3.088  4.952  0.11
H  -2.184  2.275  -1.303  0.11
H  3.022  6.033  1.978  0.09
H  5.684  0.366  5.581  0.12
H  2.251  1.593  4.911  0.10
H  -7.214  -1.056  3.812  0.11
H  5.712  -1.965  0.906  0.10
H  1.907  -4.068  -0.040  0.07
H  -0.558  4.529  -3.530  0.09
H  -2.188  5.114  -3.895  0.09
H  -2.017  0.541  -4.753  0.07
H  -3.743  -1.125  -3.903  0.08
H  -3.473  -2.860  -4.100  0.10
H  2.893  -5.321  -3.301  0.09
H  3.364  -2.337  -1.186  0.06
H  -4.220  -4.949  4.390  0.10
H  3.485  -2.319  -2.957  0.09
H  -1.506  -3.674  -5.579  0.09
H  -6.542  -5.033  5.243  0.11
H  -3.835  5.581  -1.992  0.09
H  -0.362  -2.487  -6.234  0.09
H  6.700  -1.299  4.035  0.14
H  2.508  5.889  0.300  0.09
H  -1.426  6.768  -0.643  0.09
H  2.537  -5.418  -0.987  0.09
H  3.601  1.687  6.003  0.12
H  -3.411  5.117  -0.339  0.09
H  -3.691  3.879  -1.570  0.08
H  3.352  2.426  1.509  0.06
H  -0.630  -0.024  -5.692  0.09
H  -2.191  -0.259  -2.550  0.11
H  4.125  3.951  1.961  0.09
H  0.371  5.486  -0.158  0.09
H  3.698  3.648  0.277  0.09
H  1.325  6.252  1.575  0.09
H  -4.881  -0.974  2.968  0.11
H  2.283  -4.044  -4.344  0.09
H  -1.946  3.447  -3.366  0.07
H  -2.019  -2.540  -6.824  0.09
H  1.159  -5.189  -3.581  0.09
H  4.145  -3.674  -2.038  0.09
H  2.422  4.268  3.697  0.09
H  4.978  -3.261  1.854  0.10
H  -0.280  6.511  -1.973  0.09
H  0.268  -3.285  -4.272  0.09
H  -2.262  -0.118  -6.371  0.09
H  -3.915  -1.862  -5.492  0.09
H  1.346  2.936  3.223  0.06

Cartesian forces, eV/Å:
0.611 -0.711 -0.466
0.278 0.080 0.054
0.390 -0.198 0.198
0.034 -0.052 -0.031
0.090 -0.005 -0.033
-0.060 -0.001 -0.106
0.029 0.041 -0.084
-0.715 0.810 0.389
0.029 -0.022 -0.048
-0.056 -0.085 -0.123
-0.019 -0.003 -0.104
0.013 -0.021 0.038
-0.229 0.302 0.294
0.026 0.008 -0.001
0.002 -0.034 -0.033
0.045 -0.017 0.046
-0.017 0.025 0.100
0.027 -0.001 -0.015
0.037 -0.022 0.049
-0.037 -0.050 -0.050
0.027 0.026 -0.004
-0.013 -0.005 0.008
-0.003 0.099 0.072
0.019 -0.016 0.001
-0.151 -0.044 -0.169
-0.025 -0.007 -0.010
-0.261 0.211 -0.031
0.214 -0.101 -0.020
0.021 0.045 0.067
-0.012 0.031 0.020
-0.018 0.025 0.021
0.174 -0.099 0.042
-0.142 0.113 0.104
0.062 0.048 -0.003
0.018 -0.290 -0.020
-0.295 -0.035 -0.121
-0.027 -0.045 -0.050
0.002 -0.068 0.004
-0.006 -0.015 0.010
-0.012 0.000 -0.004
-0.002 0.026 -0.048
-0.010 -0.008 -0.002
0.003 0.102 0.071
-0.007 0.044 0.003
-0.002 -0.002 0.009
0.007 -0.057 -0.031
0.014 -0.010 0.003
-0.028 -0.060 -0.046
0.143 -0.081 -0.015
0.007 0.010 -0.002
-0.013 -0.027 -0.006
0.004 0.015 -0.007
-0.007 0.012 0.013
-0.170 0.092 -0.016
0.002 0.014 0.015
0.001 0.001 0.004
-0.013 -0.003 0.002
0.000 -0.009 0.005
-0.003 -0.003 -0.008
0.014 -0.006 -0.014
0.003 0.001 0.002
0.013 -0.005 -0.001
0.039 0.001 0.049
0.003 0.004 -0.002
-0.003 0.010 0.007
-0.034 -0.008 -0.019
-0.001 -0.006 -0.003
0.002 0.000 -0.006
0.002 0.005 0.001
0.004 -0.009 0.015
-0.010 -0.002 -0.007
0.005 -0.003 -0.003
-0.022 0.017 0.000
-0.003 -0.001 0.017
-0.001 0.016 0.008
-0.001 -0.007 -0.009
0.001 -0.003 -0.003
-0.008 -0.010 -0.004
0.002 -0.009 0.000
-0.005 -0.005 -0.004
-0.001 0.017 0.006
-0.002 0.013 -0.004
0.009 0.006 0.012
-0.011 0.012 0.002
-0.010 0.011 -0.004
0.004 -0.006 0.016
-0.015 0.005 0.020
-0.001 0.007 0.001
0.008 -0.002 0.002
0.015 -0.015 -0.019
0.006 -0.006 0.007
-0.019 -0.014 -0.008
0.000 0.002 -0.015
-0.006 0.008 0.003
-0.018 -0.001 -0.002
-0.002 -0.007 -0.005
0.003 0.003 -0.001
0.003 -0.007 -0.009
0.002 0.012 -0.005
-0.013 0.013 0.000
0.002 0.004 0.013
0.003 -0.002 0.003
0.023 0.004 -0.003
0.003 0.005 -0.004
-0.002 0.010 -0.003
0.041 -0.025 0.038